# 1
Computed, not measured: C13H16N2 in the gas phase, with ωB97M-V/def2-TZVPD.

Atoms and positions in Å:
C -3.676 -0.548 -0.367
C -3.244 0.620 0.263
C -2.782 -1.441 -0.917
C -1.903 0.827 0.415
C -1.377 -1.231 -0.793
C -0.966 -0.139 -0.017
C 1.747 -1.816 -0.727
C 0.718 2.607 0.181
C 0.892 1.397 0.715
C 1.408 -0.378 -1.092
C 0.568 0.034 0.146
C 2.701 0.371 -1.321
C 0.161 -1.274 2.246
N 1.459 -2.113 0.467
N 0.961 -1.052 1.072
H -4.791 -0.581 -0.573
H -4.074 1.284 0.579
H -3.255 -2.307 -1.557
H -1.370 1.656 0.833
H -0.785 -1.977 -1.232
H 2.271 -2.477 -1.285
H 0.876 3.582 0.732
H 0.458 2.705 -0.837
H 1.072 1.237 1.873
H 0.955 -0.410 -2.099
H 3.312 0.328 -0.503
H 2.504 1.478 -1.361
H 3.103 -0.145 -2.110
H 0.459 -2.390 2.549
H 0.463 -0.444 2.945
H -0.988 -1.206 2.227

Results
SMILES: C=C[C@@]1(c2ccccc2)[C@@H](C)C=NN1C
E_tot, eV: -16716.9189
Energy above the lowest of the compared OMol25 structures with the same formula, charge and spin, eV: 4.174
Kohn-Sham gap, hartree: 0.3246



# 2
Computed, not measured: C20H20N4O5S in the gas phase, with ωB97M-V/def2-TZVPD.

Atoms and positions in Å:
C 6.472 0.229 0.079
H 7.235 0.985 -0.099
O 5.388 0.578 -0.749
C 4.261 -0.168 -0.702
C 3.199 0.277 -1.493
C 2.005 -0.400 -1.492
C 1.829 -1.552 -0.719
C 2.900 -2.009 0.042
C 4.101 -1.326 0.057
H 4.908 -1.705 0.665
H 2.823 -2.913 0.629
C 0.493 -2.184 -0.766
O -0.384 -1.805 -1.520
N 0.265 -3.246 0.075
H 0.847 -3.361 0.887
C -1.099 -3.734 0.166
C -2.003 -2.586 0.462
N -1.852 -1.732 1.419
N -2.773 -0.764 1.237
C -3.435 -1.079 0.159
S -4.670 -0.173 -0.624
C -4.505 1.425 0.256
H -4.517 1.222 1.325
H -5.388 1.988 -0.043
C -3.250 2.191 -0.186
O -3.299 3.034 -1.052
N -2.156 1.816 0.513
C -0.817 2.177 0.325
C -0.404 3.168 -0.554
C 0.949 3.450 -0.657
C 1.881 2.769 0.098
C 1.466 1.768 0.978
C 0.117 1.476 1.089
H -0.239 0.702 1.751
O 2.452 1.140 1.683
C 2.075 0.165 2.623
H 3.005 -0.208 3.051
H 1.457 0.593 3.418
H 1.536 -0.663 2.152
H 2.934 2.987 0.027
H 1.277 4.220 -1.339
H -1.130 3.700 -1.145
H -2.282 1.041 1.164
O -3.014 -2.243 -0.365
H -1.157 -4.494 0.945
H -1.397 -4.157 -0.798
H 1.172 -0.050 -2.083
H 3.336 1.166 -2.087
H 6.875 -0.756 -0.178
H 6.187 0.244 1.136

Results
SMILES: COc1ccc(C(=O)NCc2nnc(SCC(=O)Nc3cccc(OC)c3)o2)cc1
E_tot, eV: -48097.6623
Energy above the lowest of the compared OMol25 structures with the same formula, charge and spin, eV: 1.820
Kohn-Sham gap, hartree: 0.3137



# 3
Computed, not measured: 2 unconnected molecules or ions with the total composition C4H8O3, with ωB97M-V/def2-TZVPD.

Atoms and positions in Å:
C -2.032 -0.213 0.239
O -0.746 0.328 0.083
C -0.319 1.589 -2.315
O -1.431 1.551 -2.547
C 0.269 -0.427 0.698
C 1.593 0.028 0.113
O 2.613 -0.631 0.837
H -2.100 -1.217 -0.207
H -2.323 -0.278 1.298
H -2.725 0.454 -0.282
H 0.275 -0.274 1.788
H 0.130 -1.504 0.510
H 1.620 -0.225 -0.958
H 1.662 1.122 0.197
H 3.462 -0.349 0.480

Results
E_tot, eV: -10418.9228
Energy above the lowest of the compared OMol25 structures with the same formula, charge and spin, eV: 2.081
Kohn-Sham gap, hartree: 0.4019



# 4
Computed, not measured: 4 unconnected molecules or ions with the total composition C4H16NO3, with ωB97M-V/def2-TZVPD.

Atoms and positions in Å:
C -0.792 -1.994 -0.772
C -2.099 -1.174 -0.785
C -1.987 0.254 -1.363
C -1.475 1.972 0.290
N -1.134 1.108 -0.572
H -0.467 -2.141 0.255
H 0.031 -1.705 -1.423
H -1.086 -2.971 -1.198
H -2.466 -1.136 0.264
H -2.755 -1.551 -1.564
H -2.934 0.716 -1.559
H -1.495 0.249 -2.365
H -2.512 2.155 0.667
H -0.733 2.592 0.743
H -0.145 1.066 -0.827
H 3.578 -0.518 0.253
H 2.482 -1.365 -0.123
O 2.892 -0.544 -0.433
H 1.929 -1.707 3.009
H 1.095 -0.400 3.126
O 1.780 -0.848 2.609
H 1.968 0.864 -0.020
H 1.832 2.342 0.526
O 1.335 1.539 0.350

Results
E_tot, eV: -12033.1584
Charge: +1
Energy above the lowest of the compared OMol25 structures with the same formula, charge and spin, eV: 1.474
Kohn-Sham gap, hartree: 0.3838



# 5
Computed, not measured: 12 unconnected molecules or ions with the total composition C39H107N5O12, with ωB97M-V/def2-TZVPD.

Atoms and positions in Å:
C -1.407 -4.294 1.414
C -0.891 -5.627 0.828
C -0.412 -5.500 -0.625
O 0.296 -6.015 1.559
H -2.089 -3.750 0.760
H -0.564 -3.617 1.554
H -1.880 -4.339 2.395
H -1.680 -6.374 0.918
H -1.249 -5.207 -1.260
H -0.098 -6.460 -1.035
H 0.419 -4.815 -0.796
H 0.088 -6.017 2.497
C 0.254 -1.021 4.844
C 0.492 -2.304 4.085
C 1.720 -2.168 3.190
O 0.808 -3.395 4.910
H 0.349 -0.216 4.116
H 0.956 -0.946 5.675
H -0.801 -1.106 5.102
H -0.449 -2.523 3.579
H 1.657 -1.315 2.514
H 1.946 -3.106 2.683
H 2.606 -1.992 3.800
H 0.184 -3.472 5.634
C 3.157 1.600 4.419
C 2.426 2.983 4.306
C 1.000 2.891 3.668
O 2.218 3.378 5.653
H 4.163 1.763 4.806
H 3.195 1.079 3.462
H 2.718 0.863 5.091
H 3.135 3.658 3.827
H 0.327 2.397 4.368
H 1.090 2.264 2.781
H 0.600 3.864 3.380
H 1.607 2.728 6.008
C 4.633 5.048 2.018
C 3.945 5.362 0.720
C 2.605 4.619 0.621
O 3.589 6.696 0.699
H 4.729 3.963 1.999
H 3.952 5.397 2.794
H 5.648 5.437 2.101
H 4.554 5.082 -0.140
H 2.080 4.768 -0.323
H 2.028 4.961 1.480
H 2.762 3.541 0.643
H 3.141 6.881 1.528
C -0.761 -1.190 -4.152
C -1.514 -0.099 -4.938
C -1.199 1.244 -4.337
O -1.046 -0.133 -6.217
H -0.999 -2.208 -4.460
H -1.015 -1.144 -3.093
H 0.316 -1.056 -4.249
H -2.576 -0.333 -5.012
H -0.117 1.350 -4.258
H -1.461 1.309 -3.281
H -1.544 2.126 -4.878
H -1.733 0.374 -6.655
C 0.688 1.450 -1.034
C 0.663 0.368 0.045
C -0.268 -0.855 -0.327
O 2.021 -0.084 0.154
H 0.925 0.960 -1.978
H 1.468 2.160 -0.759
H -0.256 1.992 -1.106
H 0.361 0.785 1.006
H -0.270 -1.536 0.524
H 0.084 -1.495 -1.137
H -1.313 -0.581 -0.475
H 2.188 -0.433 -0.725
C -3.985 3.784 -1.509
C -4.368 2.571 -2.453
C -4.063 1.286 -1.699
O -4.792 1.141 -0.480
C -5.010 -0.179 -0.024
N -5.782 2.663 -2.879
H -4.257 4.675 -2.074
H -2.958 3.708 -1.151
H -4.590 3.675 -0.609
H -3.816 2.479 -3.389
H -3.016 1.265 -1.396
H -4.134 0.420 -2.356
H -5.363 -0.778 -0.863
H -5.740 -0.186 0.786
H -4.067 -0.586 0.342
H -6.304 2.400 -2.055
H -5.949 1.890 -3.508
C -2.702 2.896 4.173
C -3.367 2.898 2.785
C -2.241 2.776 1.684
O -1.280 3.853 1.502
C -1.746 5.166 1.227
N -4.246 1.771 2.599
H -1.864 3.592 4.137
H -2.228 1.958 4.462
H -3.407 3.313 4.891
H -3.923 3.823 2.628
H -2.805 2.750 0.752
H -1.728 1.823 1.814
H -2.502 5.541 1.918
H -2.124 5.233 0.207
H -0.852 5.776 1.352
H -5.120 1.882 3.095
H -4.538 1.651 1.640
C 6.150 2.465 -0.909
C 6.391 1.023 -0.448
C 5.449 0.485 0.642
O 5.906 -0.699 1.325
C 5.008 -1.290 2.282
N 6.314 0.130 -1.549
H 6.924 2.759 -1.618
H 6.333 3.150 -0.082
H 5.174 2.596 -1.376
H 7.414 1.079 -0.077
H 4.432 0.265 0.315
H 5.300 1.222 1.431
H 4.084 -1.420 1.718
H 5.071 -0.650 3.162
H 5.455 -2.230 2.605
H 6.767 0.580 -2.331
H 6.857 -0.672 -1.261
C 4.508 -2.437 -3.576
C 3.428 -2.005 -2.495
C 3.705 -2.787 -1.150
O 3.253 -4.132 -1.191
C 3.088 -4.731 0.084
N 3.343 -0.534 -2.413
H 4.474 -3.511 -3.763
H 5.514 -2.142 -3.278
H 4.325 -1.943 -4.531
H 2.480 -2.307 -2.942
H 3.176 -2.261 -0.355
H 4.751 -2.630 -0.886
H 4.040 -4.665 0.611
H 2.703 -5.742 -0.051
H 2.282 -4.231 0.620
H 4.269 -0.227 -2.153
H 3.293 -0.047 -3.296
C -4.610 -2.250 -5.937
C -5.248 -3.250 -4.984
C -4.865 -3.114 -3.490
O -3.442 -3.224 -3.278
C -3.008 -2.982 -1.956
N -6.690 -3.078 -5.139
H -3.525 -2.275 -5.840
H -4.941 -1.270 -5.593
H -4.909 -2.373 -6.978
H -5.011 -4.261 -5.317
H -5.355 -3.928 -2.955
H -5.274 -2.166 -3.140
H -3.495 -3.600 -1.202
H -3.112 -1.955 -1.606
H -1.931 -3.127 -1.871
H -6.874 -3.413 -6.074
H -7.242 -3.611 -4.483
C -3.248 -1.738 2.961
O -3.073 -0.628 3.806
H -2.554 -1.630 2.128
H -3.027 -2.630 3.548
H -4.252 -1.682 2.539
H -3.301 0.180 3.339

Results
Spin multiplicity: 2
E_tot, eV: -74184.7758
Expectation value of S²: 0.755
Charge: +1
Kohn-Sham gap (spin up / spin down), hartree: 0.3208 / 0.0887



# 6
Computed, not measured: a molecular structure, C49H48BMoN16O2S4, with ωB97M-V/def2-TZVPD.

Atoms and positions in Å:
Mo 1.050 -0.357 -1.545
C -0.076 -0.643 -4.919
C -0.090 -1.862 -4.080
C -0.532 -3.123 -4.489
C -0.437 -3.927 -3.377
N 0.034 -3.175 -2.371
N 0.269 -1.914 -2.790
B 0.204 -3.458 -0.889
N -0.708 -2.424 -0.187
C -1.887 -2.707 0.397
C -2.539 -1.525 0.652
C -1.688 -0.529 0.162
C -1.945 0.927 0.250
N -0.589 -1.090 -0.355
N 1.692 -3.230 -0.600
C 2.575 -4.186 -0.261
C 3.835 -3.661 -0.380
C 3.647 -2.345 -0.824
C 4.800 -1.439 -1.073
N 2.338 -2.107 -0.969
N -0.175 -4.842 -0.440
C -0.087 -5.276 0.845
C -0.417 -6.606 0.861
C -0.698 -6.923 -0.482
C -1.119 -8.238 -1.035
N -0.547 -5.852 -1.241
H -0.772 -0.767 -5.745
H 0.916 -0.470 -5.334
H -0.376 0.229 -4.335
H -0.876 -3.395 -5.466
H -0.659 -4.961 -3.204
H -2.185 -3.716 0.587
H -3.503 -1.395 1.100
H -2.693 1.102 1.017
H -2.315 1.323 -0.692
H -1.046 1.470 0.505
H 2.263 -5.168 0.027
H 4.769 -4.146 -0.180
H 5.559 -1.627 -0.315
H 4.539 -0.386 -1.072
H 5.237 -1.668 -2.045
H 0.206 -4.613 1.636
H -0.448 -7.264 1.704
H -1.050 -9.006 -0.268
H -0.491 -8.514 -1.879
H -2.148 -8.184 -1.385
C -5.440 1.674 -1.605
N -4.422 0.799 -2.137
C -3.269 1.123 -2.749
N -2.564 0.038 -2.988
C -3.344 -0.949 -2.503
N -4.472 -0.528 -1.983
C -5.568 1.488 -0.113
C -6.297 0.426 0.407
C -6.398 0.249 1.777
C -5.756 1.113 2.645
C -4.994 2.157 2.128
C -4.912 2.348 0.750
C -4.183 2.989 2.994
N -4.370 3.362 4.224
N -3.285 4.059 4.598
C -2.468 4.076 3.586
O -2.992 3.421 2.524
C -1.102 4.540 3.507
C -0.477 5.202 4.560
C 0.862 5.532 4.442
C 1.594 5.142 3.331
C 0.980 4.459 2.286
C 1.796 3.967 1.111
N 1.071 2.998 0.326
C 1.706 1.879 -0.384
N 0.692 1.562 -1.392
C -0.082 2.653 -1.455
N 0.109 3.522 -0.509
C -0.380 4.212 2.359
H -6.391 1.447 -2.094
H -5.149 2.701 -1.839
H -2.998 2.121 -3.030
H -3.075 -1.984 -2.543
H -6.765 -0.270 -0.271
H -6.965 -0.583 2.166
H -5.812 0.985 3.714
H -4.325 3.167 0.362
H -1.042 5.452 5.443
H 1.346 6.077 5.240
H 2.655 5.346 3.278
H 2.711 3.492 1.474
H 2.069 4.832 0.488
H 2.608 2.281 -0.925
H -0.849 2.775 -2.200
H -0.885 3.742 1.528
O 4.922 1.287 -7.907
C 4.194 1.246 -6.963
S 2.738 2.230 -6.785
C 2.297 1.722 -5.144
C 3.107 0.744 -4.598
S 3.038 0.063 -3.041
S 4.456 0.181 -5.565
S 0.997 2.425 -4.369
C 0.545 0.609 2.348
C 1.920 0.285 1.773
C 2.139 -1.222 2.009
C 2.080 0.545 0.258
C 3.014 1.023 2.558
C 2.722 1.976 3.532
C 3.727 2.573 4.278
C 5.047 2.202 4.104
C 5.355 1.249 3.150
C 4.355 0.688 2.378
H -0.195 -0.065 1.932
H 0.253 1.634 2.151
H 0.559 0.452 3.425
H 1.348 -1.791 1.524
H 2.117 -1.430 3.078
H 3.094 -1.550 1.611
H 3.152 0.402 0.088
H 1.705 2.263 3.739
H 3.469 3.318 5.016
H 5.823 2.637 4.717
H 6.375 0.929 3.013
H 4.639 -0.054 1.648

Results
Spin multiplicity: 4
E_tot, eV: -125403.3535
Expectation value of S²: 3.831
Energy above the lowest of the compared OMol25 structures with the same formula, charge and spin, eV: 1.893
Kohn-Sham gap (spin up / spin down), hartree: 0.2107 / 0.2061



# 7
Computed, not measured: CH4N2O4 in the gas phase, with ωB97M-V/def2-TZVPD.

Atoms and positions in Å:
C -0.936 -1.058 -0.919
N 0.517 0.465 -0.084
N 0.492 1.642 0.814
O 1.412 1.773 1.594
O -0.421 2.386 0.594
O 1.466 -0.370 0.184
O -0.882 -0.216 0.170
H -2.047 -1.503 -0.880
H -0.287 -1.900 -0.870
H -0.741 -0.473 -1.779
H 1.426 -0.746 1.175

Results
SMILES: CON(O)[N+](=O)[O-]
E_tot, eV: -12264.4650
Energy above the lowest of the compared OMol25 structures with the same formula, charge and spin, eV: 5.066
Kohn-Sham gap, hartree: 0.3953



# 8
Computed, not measured: 2 unconnected molecules or ions with the total composition C32H25BF3O6S3, with ωB97M-V/def2-TZVPD.

Atoms and positions in Å:
C -5.611 -0.813 3.079
C -5.000 -0.415 1.890
C -3.695 -0.795 1.600
C -2.968 -1.521 2.550
S -1.424 -2.298 2.096
C 0.028 -1.337 2.527
C 1.249 -1.912 3.058
S -0.279 0.382 2.807
C -1.370 0.831 4.146
C -2.605 1.443 3.920
C -3.496 1.618 4.977
C -3.094 1.309 6.274
C -1.807 0.806 6.512
C -0.937 0.575 5.447
O 1.061 0.892 3.387
O -0.843 0.897 1.578
O -1.299 -3.483 2.944
O -1.427 -2.302 0.638
C -3.592 -1.984 3.713
C -4.898 -1.597 3.984
H -6.648 -0.527 3.282
H -5.525 0.210 1.178
H -3.224 -0.544 0.653
H 1.057 -2.284 4.095
H 1.683 -2.641 2.476
H -2.882 1.756 2.916
H -4.512 1.983 4.781
H -3.786 1.476 7.101
H -1.488 0.581 7.530
H 0.066 0.196 5.610
H -3.048 -2.654 4.372
H -5.356 -1.907 4.916
C 5.945 -4.598 -2.220
C 5.070 -4.519 -1.007
C 5.407 -4.928 0.283
C 4.321 -4.951 1.184
C 3.166 -4.470 0.569
B 2.218 -0.460 3.156
C 1.866 -4.470 1.109
C 0.844 -4.069 0.223
C -0.329 -4.778 0.223
C -0.549 -5.738 1.208
C -1.760 -6.599 1.047
F -1.966 -7.380 2.136
F -2.882 -5.846 0.857
F -1.648 -7.425 -0.027
C 0.326 -5.900 2.286
C 1.537 -5.231 2.267
O 3.482 -0.674 3.893
C 4.518 -0.551 2.989
C 3.975 0.042 1.780
C 4.758 0.794 0.942
C 6.046 1.087 1.391
C 6.591 0.374 2.472
C 5.892 -0.625 3.149
O 2.627 -0.074 1.775
S 3.500 -3.794 -1.051
H 6.706 -5.372 -2.081
H 5.378 -4.842 -3.120
H 6.458 -3.637 -2.323
H 6.417 -5.268 0.549
H 4.360 -5.277 2.223
H 0.993 -3.286 -0.516
H -1.007 -4.583 -0.608
H 0.128 -6.554 3.132
H 2.233 -5.278 3.107
H 4.428 1.066 -0.057
H 6.612 1.908 0.957
H 7.550 0.676 2.897
H 6.443 -1.475 3.636

Results
E_tot, eV: -87208.8237
Charge: -1
Energy above the lowest of the compared OMol25 structures with the same formula, charge and spin, eV: 2.153
Kohn-Sham gap, hartree: 0.2398